The following is a DFT calculation (ωB97M-V/def2-TZVPD) of a molecular structure, C24H33BrCaN5O6.

Element x y z (Å)
Ca  -0.799  -0.384  0.262
C  -3.237  -3.458  1.625
C  -3.350  -3.752  0.274
C  -2.228  -3.725  -0.543
C  -0.985  -3.406  -0.007
C  -0.875  -3.109  1.350
C  -2.000  -3.136  2.165
H  -4.114  -3.472  2.257
H  -4.317  -4.006  -0.142
H  -2.313  -3.975  -1.593
H  -0.097  -3.428  -0.629
H  0.099  -2.894  1.776
H  -1.911  -2.901  3.217
N  -0.840  -0.302  -2.348
C  0.576  0.128  -2.258
C  1.204  0.534  -3.585
C  2.734  0.616  -3.617
C  3.358  1.455  -2.496
N  3.506  0.730  -1.222
C  4.286  -0.339  -1.081
N  4.095  -1.151  -0.034
N  5.293  -0.555  -1.929
C  1.273  -1.053  -1.547
O  1.790  -1.946  -2.199
O  1.215  -0.997  -0.250
H  -0.905  -1.071  -3.006
H  -1.432  0.455  -2.674
H  0.581  0.992  -1.580
H  0.796  1.512  -3.859
H  0.874  -0.167  -4.354
H  3.022  1.073  -4.566
H  3.153  -0.390  -3.605
H  2.742  2.327  -2.277
H  4.333  1.854  -2.781
H  2.753  0.798  -0.549
H  3.117  -1.242  0.259
H  4.626  -2.007  -0.005
H  5.443  0.052  -2.715
H  5.791  -1.427  -1.917
Br  -6.936  3.726  -1.598
C  -6.058  2.056  -1.522
C  -6.589  0.972  -2.202
C  -5.939  -0.253  -2.133
C  -4.779  -0.393  -1.385
C  -4.254  0.709  -0.723
C  -4.887  1.943  -0.792
C  -2.977  0.582  0.046
O  -2.025  1.386  -0.189
O  -2.853  -0.396  0.841
H  -7.499  1.086  -2.775
H  -6.351  -1.104  -2.659
H  -4.288  -1.354  -1.298
H  -4.472  2.803  -0.285
O  0.044  0.091  2.305
C  0.591  1.174  2.374
O  0.920  1.846  1.280
C  0.956  1.853  3.681
N  1.877  2.954  3.364
C  3.226  2.409  3.621
C  3.071  1.490  4.832
C  1.655  0.904  4.681
H  0.014  2.245  4.068
H  1.697  3.750  3.961
H  1.353  2.669  1.647
H  3.940  3.218  3.755
H  3.538  1.834  2.744
H  3.147  2.072  5.751
H  3.838  0.718  4.867
H  1.123  0.889  5.629
H  1.661  -0.117  4.301

Results
net charge: +1
HOMO: -0.3932 Ha
orbital gap: 8.49 eV
2S+1: 1
LUMO energy: -2.206 eV
DFT total energy: -4911.24544 Ha

The following is a DFT calculation (ωB97M-V/def2-TZVPD) of a molecular structure, C35H33AsBrF6GeN6O5STi.

Element x y z (Å)
Ti  12.184  16.886  9.689
O  10.660  19.538  12.319
C  11.386  18.990  11.554
O  11.043  18.059  10.581
C  12.851  19.166  11.527
C  13.493  20.151  12.283
C  14.871  20.188  12.158
C  15.535  19.264  11.350
C  14.792  18.335  10.661
N  13.453  18.326  10.702
H  12.920  20.785  12.945
H  15.448  20.975  12.664
H  16.607  19.290  11.234
H  15.233  17.591  9.995
C  18.902  16.145  5.733
C  18.230  15.181  6.635
N  18.743  14.032  7.044
N  17.892  13.545  7.943
C  16.819  14.342  8.153
S  15.639  14.120  9.365
N  17.028  15.354  7.292
N  16.212  16.460  7.149
H  19.927  15.805  5.591
H  18.924  17.114  6.195
H  18.388  16.276  4.758
H  17.973  12.622  8.367
H  15.415  16.351  7.758
H  15.870  16.551  6.213
O  8.006  16.222  5.058
C  8.869  16.433  6.042
C  8.691  17.370  7.072
C  9.651  17.476  8.032
N  10.770  16.742  8.027
C  10.941  15.858  7.047
Br  12.503  14.790  7.106
C  10.061  15.686  6.024
H  7.211  16.762  5.187
H  7.812  18.011  7.115
H  9.580  18.163  8.852
H  10.237  14.993  5.238
F  13.432  17.358  8.363
As  13.242  19.524  6.774
F  11.966  19.835  7.887
F  12.124  18.506  5.974
F  13.219  20.831  5.758
F  14.498  18.556  6.176
F  14.327  20.003  8.010
O  13.193  15.721  10.945
C  12.151  15.002  11.115
O  11.214  15.247  10.288
C  11.931  14.071  12.228
C  12.767  12.771  12.254
Ge  11.976  11.201  11.281
C  13.063  9.711  11.944
C  13.150  9.413  13.295
C  13.972  8.381  13.797
C  14.762  7.678  12.915
C  14.637  7.918  11.569
C  13.813  8.912  11.087
C  12.454  11.316  9.388
C  11.685  11.137  8.231
C  12.268  11.284  6.947
C  13.638  11.564  6.832
C  14.393  11.669  7.980
C  13.802  11.616  9.244
C  10.064  11.010  11.541
C  9.197  11.637  12.465
C  7.838  11.304  12.496
C  7.298  10.346  11.648
C  8.135  9.792  10.714
C  9.475  10.120  10.625
H  10.872  13.765  12.171
H  12.084  14.639  13.172
H  12.778  12.417  13.320
H  13.824  12.917  11.990
H  12.562  9.934  14.042
H  14.036  8.158  14.864
H  15.373  6.848  13.254
H  15.199  7.342  10.844
H  13.734  8.955  10.012
H  10.616  10.907  8.324
H  11.668  11.211  6.020
H  14.089  11.604  5.856
H  15.468  11.717  7.919
H  14.400  11.670  10.126
H  9.612  12.295  13.218
H  7.208  11.782  13.223
H  6.285  10.022  11.795
H  7.731  9.051  10.049
H  10.111  9.574  9.921

Results
net charge: +2
HOMO (spin up / spin down): -0.4729 / -0.4728 Ha
orbital gap (spin up / spin down): 6.67 / 4.07 eV
2S+1: 2
LUMO energy (spin up / spin down): -6.199 / -8.791 eV
DFT total energy: -10791.54575 Ha

Energy above the lowest of the compared OMol25 structures with the same formula, charge and spin readings, ordered: 1.405; 0.000 eV